[1]
{"formula": "C9H13Cl15O", "method": "the ωB97M-V functional and the def2-TZVPD basis", "species": ["Cl", "C", "Cl", "Cl", "H", "Cl", "C", "Cl", "Cl", "H", "Cl", "C", "Cl", "Cl", "H", "Cl", "C", "Cl", "Cl", "H", "Cl", "C", "Cl", "Cl", "H", "C", "C", "C", "O", "C", "H", "H", "H", "H", "H", "H", "H", "H"], "xyz": [[-4.9181, -0.6259, 2.6591], [-3.9050, -2.0930, 2.3709], [-4.8168, -3.5606, 2.8909], [-2.4163, -2.0086, 3.2481], [-3.7663, -2.1866, 1.2938], [4.3385, -1.5131, -2.9796], [3.3072, -0.0959, -2.6390], [2.2750, 0.2948, -4.0346], [4.2347, 1.3213, -2.0926], [2.6101, -0.3588, -1.8434], [0.5082, 0.7165, 3.6090], [2.1761, 0.9315, 3.0375], [3.2667, 1.7578, 4.1737], [2.2339, 1.6698, 1.3867], [2.5424, -0.0900, 2.9351], [1.6611, 3.4380, -1.4990], [0.3441, 4.4570, -2.2380], [-0.3666, 3.4173, -3.5245], [1.0562, 5.9067, -2.8803], [-0.4568, 4.7073, -1.5424], [1.7218, -2.7787, 0.1125], [1.5467, -3.8737, 1.5093], [2.4812, -5.3826, 1.2017], [-0.2049, -4.2785, 1.8921], [1.9266, -3.4305, 2.4299], [-0.9411, 0.3892, -1.7083], [-1.0417, 1.2797, -0.4585], [-2.0542, 0.5975, 0.3906], [-1.6757, -0.7598, 0.1875], [-1.2110, -0.9934, -1.1708], [0.0246, 0.4417, -2.2110], [-1.6248, 0.6580, -2.5134], [-1.3565, 2.3136, -0.6003], [-0.1315, 1.2539, 0.1406], [-3.0544, 0.7193, -0.0251], [-2.0609, 0.9038, 1.4367], [-1.9273, -1.5171, -1.8038], [-0.3253, -1.6280, -1.1412]], "homo_energy_ev": -9.79, "gap_ha": 0.3646, "energy_ha": -7328.78566, "spin_multiplicity": 1}


[2]
{"formula": "C3H5I2N", "method": "the ωB97M-V functional and the def2-TZVPD basis", "species": ["C", "C", "C", "N", "I", "I", "H", "H", "H", "H", "H"], "xyz": [[-1.6453, 0.0385, 0.0453], [-0.8222, 1.2419, 0.1868], [-0.2937, 0.0461, -0.6234], [2.9429, -2.0185, -0.0038], [1.2285, -1.2162, 0.5566], [4.6658, -1.0025, 0.1548], [-1.6668, -0.5806, 0.9267], [-2.5541, 0.0882, -0.5721], [-1.0444, 2.1332, -0.2639], [-0.4365, 1.3994, 1.1864], [-0.3743, -0.1293, -1.5936]], "homo_energy_ev": [-7.96, -7.96], "gap_ha": [0.2604, 0.2605], "energy_ha": -767.23738, "spin_multiplicity": 1}


[3]
{"formula": "H4NO2P2", "method": "the ωB97M-V functional and the def2-TZVPD basis", "species": ["N", "P", "O", "O", "P", "H", "H", "H", "H"], "xyz": [[-0.4773, 1.1323, 0.8691], [-0.4812, -0.2914, -0.1047], [-0.9148, 0.1352, -1.5877], [-1.2188, -1.4444, 0.4704], [1.6202, -0.6582, -0.0369], [-1.3175, 1.6905, 0.8477], [0.0053, 0.9015, 1.7595], [1.4941, 0.1083, -1.1797], [1.2901, -1.5739, -1.0377]], "homo_energy_ev": -4.26, "gap_ha": 0.3207, "energy_ha": -890.44386, "spin_multiplicity": 1, "total_charge": -1}


[4]
{"formula": "C14H18B2O9SSn", "method": "the ωB97M-V functional and the def2-TZVPD basis", "species": ["Sn", "B", "H", "H", "H", "H", "B", "H", "H", "H", "H", "C", "C", "C", "O", "C", "C", "C", "O", "O", "O", "H", "H", "C", "C", "C", "O", "C", "C", "C", "O", "O", "O", "H", "H", "C", "S", "O", "C", "H", "H", "H", "H", "H", "H"], "xyz": [[-13.6760, -25.7228, 3.0542], [-14.5161, -24.9006, 5.8522], [-14.9612, -25.0575, 6.9488], [-13.9639, -23.8384, 5.6927], [-13.7728, -25.8557, 5.7153], [-15.3149, -25.0811, 4.9678], [-13.3772, -25.7489, 0.0270], [-14.1604, -26.5915, 0.3186], [-13.9949, -24.7039, -0.0022], [-12.5175, -25.5967, 0.8849], [-12.9582, -25.9475, -1.0821], [-13.6644, -29.4802, 4.2624], [-13.8793, -29.4962, 2.8755], [-14.4978, -30.7688, 2.2399], [-14.6413, -30.8533, 1.0172], [-14.6830, -31.8923, 3.1075], [-14.2669, -31.9413, 4.4370], [-13.8581, -30.6238, 5.0972], [-13.6578, -30.5199, 6.3217], [-14.4232, -32.9935, 5.1207], [-13.6019, -28.4930, 2.1548], [-13.3879, -28.5405, 4.7302], [-15.1913, -32.7583, 2.7004], [-18.9464, -28.7795, 2.5354], [-19.4926, -28.2702, 3.7202], [-18.8051, -27.0695, 4.3557], [-19.1415, -26.6426, 5.4773], [-17.5998, -26.5474, 3.7926], [-17.0795, -26.9947, 2.5783], [-17.9001, -28.0943, 1.8465], [-17.6591, -28.2688, 0.6461], [-16.0287, -26.5419, 2.0190], [-20.4786, -28.8084, 4.2966], [-19.3754, -29.6931, 2.1465], [-17.1665, -25.6391, 4.1895], [-9.3081, -22.5193, 3.6767], [-9.9140, -23.8651, 2.6293], [-11.2258, -24.2392, 3.1846], [-10.1048, -22.9574, 1.0740], [-8.6900, -23.0591, 4.4073], [-10.0239, -21.9058, 4.2103], [-8.4646, -22.0719, 3.1369], [-10.6091, -23.7046, 0.4519], [-9.0918, -22.8745, 0.6748], [-10.6663, -22.0280, 1.0900]], "homo_energy_ev": 4.05, "gap_ha": 0.0685, "energy_ha": -1883.14404, "spin_multiplicity": 1, "total_charge": -4}


[5]
{"formula": "C14H27ClIN2O2P2W", "method": "the ωB97M-V functional and the def2-TZVPD basis", "species": ["C", "C", "H", "H", "H", "O", "I", "W", "P", "C", "C", "H", "H", "H", "H", "H", "H", "C", "H", "H", "H", "P", "C", "C", "H", "H", "H", "C", "H", "H", "H", "H", "H", "H", "Cl", "N", "C", "O", "C", "C", "C", "C", "N", "C", "H", "H", "H", "H", "H", "H"], "xyz": [[2.1446, 1.4721, -1.0016], [1.6747, 0.4775, 0.0576], [3.1667, 1.1503, -1.2311], [2.1391, 2.5405, -0.7180], [1.5806, 1.3588, -1.9442], [2.5170, -0.3734, 0.4846], [-2.3778, 0.1065, 1.8042], [-0.5224, -0.3636, -0.4223], [-0.9733, -0.8756, -2.5688], [-1.0948, -2.6393, -2.8247], [-2.5814, -0.0949, -2.8155], [-2.9358, -0.2970, -3.8356], [-0.0342, -0.4811, -4.7957], [-2.4942, 0.9870, -2.6557], [0.1273, 0.9581, -3.7340], [-1.6922, -3.0911, -2.0209], [-3.3129, -0.4955, -2.1018], [0.1832, -0.1433, -3.7636], [-1.5672, -2.8664, -3.7902], [1.2152, -0.4467, -3.5119], [-0.0904, -3.0830, -2.8026], [0.6344, 0.8496, 2.1428], [1.1405, -0.5930, 3.1742], [2.0800, 1.9895, 2.3424], [-0.7503, 2.7579, 2.7046], [0.1754, 2.2111, 4.1469], [-1.2727, 1.3101, 3.6168], [-0.4084, 1.8889, 3.2757], [1.8713, 2.8904, 1.7477], [2.1450, 2.2633, 3.4082], [1.5629, -0.1798, 4.1016], [1.9096, -1.1636, 2.6297], [3.0188, 1.5212, 2.0166], [0.3009, -1.2570, 3.4106], [-0.9094, 1.9056, -0.8781], [-0.7441, -6.0685, 3.3243], [-0.8667, -4.6880, 3.1324], [-1.3011, -3.9376, 4.0228], [-0.2969, -4.1616, 1.8446], [0.7382, -4.8299, 1.2020], [1.4432, -4.2256, 0.1662], [1.1495, -2.9046, -0.1691], [0.0887, -2.2477, 0.3852], [-0.6187, -2.8591, 1.4090], [-1.3827, -6.3802, 4.0335], [-0.7439, -6.6786, 2.4831], [1.0347, -5.8055, 1.6024], [2.2696, -4.7279, -0.3447], [1.7724, -2.3272, -0.8664], [-1.4136, -2.2359, 1.8632]], "homo_energy_ev": [-18.09, -18.09], "gap_ha": [0.1910, 0.1760], "energy_ha": -2316.19586, "spin_multiplicity": 3, "s_squared": 2.0660, "total_charge": 3}